Record 1
Computed, not measured: a cluster of 9 separate species, C28H49N3O14S2 in total, with wB97M-V/def2-TZVPD.

Structure (ORCA input):
```
! wB97M-V def2-TZVPD RIJCOSX def2/J DEFGRID3
* xyz 0 1
H -5.48 -1.77 3.73
C 4.91 -3.14 -1.24
H -1.58 0.38 0.71
H 2.13 0.52 6.95
H 1.54 5.21 -1.29
H 1.70 -1.69 6.87
H 3.07 -2.83 -2.06
H -1.12 1.12 4.12
H -1.32 3.57 4.40
N 1.11 -7.13 -3.08
C 0.18 -6.60 -2.70
C -5.03 0.15 1.72
C 2.77 1.77 -4.60
C -2.09 1.51 3.84
N 3.04 1.30 -0.89
H -2.21 -5.11 -0.88
H -2.37 3.10 -1.92
H 0.79 -4.70 -0.45
S 3.99 0.53 -4.23
H 2.02 1.91 -3.81
H 0.67 0.09 -2.33
C -1.23 -5.57 -0.85
C 4.72 0.29 -5.92
C 0.08 -0.58 -0.36
C 0.97 -1.10 6.31
H 4.96 1.28 -6.30
O -4.81 -1.12 1.94
H -0.59 -1.44 -0.45
C 1.17 -0.41 -1.50
N 5.19 -6.07 -4.65
H 2.81 5.98 0.51
C 1.12 0.36 6.56
H -2.72 3.18 -0.17
H 3.98 4.74 -0.14
C -6.97 -0.64 2.59
C 2.96 4.94 0.20
H -0.54 -4.52 0.72
C -1.01 -5.82 -2.31
C -5.85 -1.72 2.71
H -0.23 1.40 0.05
H -1.22 -6.45 -0.20
H -7.73 -0.99 1.90
C -4.71 4.88 -2.01
H 2.69 3.80 -1.61
H 0.60 -0.68 0.59
O -6.24 0.52 2.18
H 4.16 -0.29 -6.65
H 4.73 -2.98 -4.14
H -1.34 3.96 -0.85
O 0.78 2.98 1.99
C 2.17 4.42 -0.87
O -3.11 1.24 4.72
C -0.29 -4.54 -0.34
O 1.35 -1.39 4.99
S -3.22 5.41 -1.08
O -4.22 0.92 1.20
C -2.04 3.03 3.78
C -0.92 0.57 -0.13
O -3.41 3.24 4.05
H 3.34 -4.53 -1.92
H -5.35 5.72 -2.26
H 4.62 -2.89 -0.22
H -0.96 -4.87 -2.83
O 2.56 4.11 1.26
H 0.00 -1.51 6.57
C -2.39 3.74 -1.04
C 1.41 3.55 1.06
C 4.67 -5.12 -4.31
H -5.27 4.03 -1.60
H -4.23 4.62 -2.95
C -3.84 2.28 4.88
H 5.78 -3.79 -1.25
H 0.35 0.83 7.18
O -4.85 2.42 5.53
C 2.24 0.54 -1.12
O 1.12 3.74 -0.29
H -6.10 -2.70 2.31
O 3.00 -0.61 -3.93
C 4.05 -3.76 -3.80
H 1.68 -1.34 -1.75
H 2.08 1.54 -5.40
O 1.64 -0.13 3.20
H 5.33 -2.19 -1.58
H 3.24 2.68 -4.97
H -1.84 3.33 2.76
H 3.13 -3.44 -4.30
H -7.33 -0.47 3.60
O -2.35 6.47 -1.84
H 5.59 -0.36 -5.95
H -1.57 0.83 -0.96
H -0.51 -3.56 -0.75
O 1.10 0.85 5.23
C 3.80 -3.61 -2.27
C 1.36 -0.19 4.33
H -2.39 1.14 2.86
H -1.82 -6.36 -2.80
*
```

* Kohn-Sham gap: 8.88 eV
* E_HOMO: -8.69 eV
* LUMO: 0.19 eV

=====

Record 2
Computed, not measured: a cluster of 7 separate species, C28H49N7 in total, with wB97M-V/def2-TZVPD.

Structure (ORCA input):
```
! wB97M-V def2-TZVPD RIJCOSX def2/J DEFGRID3
* xyz 0 1
C -16.04 -13.75 1.45
C -11.18 -15.72 -1.72
H -15.36 -14.70 -3.27
H -13.11 -10.23 1.54
H -16.40 -21.14 -0.51
C -11.74 -13.69 -0.49
N -15.28 -12.69 4.68
H -17.11 -19.50 0.95
H -12.77 -12.41 2.70
C -13.85 -9.32 -1.93
H -15.74 -14.85 -0.43
C -16.62 -12.55 0.85
H -10.64 -16.04 -2.63
H -15.85 -15.85 0.98
H -16.55 -13.98 2.37
C -12.68 -16.22 -1.69
C -16.80 -19.15 -0.03
H -10.64 -16.14 -0.85
C -16.28 -14.99 0.52
H -20.37 -10.45 4.89
H -19.49 -12.75 4.12
C -16.77 -20.29 -1.04
C -11.01 -14.25 -1.63
H -15.54 -9.97 3.55
H -16.85 -11.48 -4.05
N -17.12 -11.58 0.48
H -16.51 -14.38 -4.65
C -12.29 -11.12 -3.94
H -11.45 -13.77 -2.49
N -11.44 -11.90 -3.79
H -19.68 -9.31 2.85
H -14.64 -9.22 -1.19
C -15.93 -19.97 -2.28
H -18.69 -10.02 5.01
H -14.88 -20.22 -2.09
C -14.36 -10.04 -3.17
C -20.75 -11.11 2.40
H -14.74 -11.01 -2.79
C -19.38 -10.62 4.48
H -12.99 -9.81 -1.48
C -19.59 -10.41 2.98
H -18.70 -10.61 2.34
H -15.10 -13.32 -4.31
H -12.69 -17.31 -1.83
H -14.49 -11.29 1.43
H -14.41 -8.75 3.12
C -13.91 -10.68 2.11
H -19.09 -12.28 5.79
H -18.15 -14.38 -0.46
H -15.20 -9.55 -3.60
C -17.62 -12.11 -3.57
H -16.29 -12.59 -2.06
C -18.49 -12.59 -4.62
C -14.89 -9.62 2.74
C -14.43 -12.22 4.03
H -14.99 -13.56 1.67
H -13.09 -15.96 -0.70
C -13.29 -10.16 -4.29
C -16.74 -13.13 -2.88
H -18.46 -15.03 1.11
H -15.52 -9.24 1.94
H -12.73 -9.20 -4.29
N -12.33 -13.33 0.43
H -18.21 -11.51 -2.87
C -15.97 -18.58 -2.67
H -12.68 -11.19 3.96
C -13.33 -11.61 3.17
C -15.91 -13.93 -3.82
N -16.07 -17.49 -3.01
N -21.64 -11.74 1.99
H -17.50 -18.34 -0.21
N -19.13 -12.98 -5.49
C -17.79 -15.13 0.24
H -16.28 -20.58 -3.13
H -9.96 -13.89 -1.62
H -17.85 -12.15 4.57
C -18.93 -12.10 4.78
H -13.75 -10.28 -5.29
H -15.76 -18.75 0.22
H -17.44 -13.76 -2.32
H -13.29 -15.84 -2.48
H -13.49 -8.31 -2.21
H -17.79 -20.62 -1.33
H -18.09 -16.10 -0.21
*
```

* SMILES: CCCC#N.CCCC#N.CCCC#N.CCCC#N.CCCC#N.CCCC#N.CCCC#N
* ΔE to the lowest compared entry with this formula, charge and spin: 138.1 kJ/mol
* Kohn-Sham gap: 11.40 eV
* E_HOMO: -10.88 eV
* LUMO: 0.52 eV

=====

Record 3
Computed, not measured: a structure of composition C28H50AlBBeBr2F6Li2N2O14S, with wB97M-V/def2-TZVPD.

Structure (ORCA input):
```
! wB97M-V def2-TZVPD RIJCOSX def2/J DEFGRID3
* xyz 2 1
O 1.44 0.41 -0.02
H 4.93 2.52 1.74
O 5.29 1.36 3.43
C -4.25 -2.30 -0.27
H -4.58 8.26 -2.27
O -2.26 1.32 0.49
H 10.20 0.03 -0.17
H -6.28 -8.25 0.70
H -0.63 0.27 -0.07
Be -6.87 -10.89 -4.66
C 0.14 -0.47 -2.02
H -3.76 -1.47 0.34
H 8.03 -3.65 0.69
H -2.56 -5.94 -2.93
C -4.52 8.10 -1.19
H -3.16 -6.34 -1.43
C -2.01 -1.69 -1.26
H -3.26 6.62 0.77
C 6.46 1.05 1.32
H -5.07 7.20 -0.92
F 3.49 7.98 0.73
H -3.26 -7.43 -2.69
C 2.89 5.97 3.21
C 1.49 0.19 1.43
H -0.14 0.54 -2.46
H 6.73 0.03 1.62
C 6.87 2.90 6.12
O 8.00 -1.31 -0.44
H -2.34 -0.63 -0.97
H 0.42 0.12 1.84
C 3.50 5.08 2.20
O 4.21 5.80 1.35
H -1.49 -1.10 -3.39
H 0.32 -1.34 0.08
C -5.94 -0.29 -0.10
H 7.92 2.73 5.87
H -6.09 -2.05 -1.58
O 3.38 3.88 2.14
B 4.09 7.22 1.76
C 10.00 -3.55 1.46
H 1.95 -0.83 1.66
Li 1.11 2.58 0.45
C -0.99 -1.55 -2.47
C -6.49 -8.67 -0.29
H -4.14 -3.25 0.33
F -8.10 -5.67 -5.04
S -2.90 2.06 -0.83
H -1.63 6.80 0.07
H 6.72 2.66 7.17
H 10.00 -4.52 1.93
H -0.45 -2.52 -2.75
C 8.96 -1.74 0.16
H 12.17 -0.84 1.07
H -7.51 -9.04 -0.32
H -4.96 8.96 -0.68
N -3.13 7.97 -0.80
Br -6.40 -7.16 -1.52
H -1.24 8.82 -0.72
H -3.90 -1.95 -2.52
C -5.40 0.70 -1.23
Al -7.40 -4.44 -4.00
F -6.99 -3.02 -4.96
H -6.28 1.02 -1.88
C 8.94 -3.08 0.80
O 6.05 2.02 5.35
C 5.19 1.50 2.01
C 11.24 -2.75 1.59
H -4.95 2.04 0.52
F -8.54 -3.99 -2.75
H -4.23 -6.05 -2.70
H -1.59 -2.27 -0.39
C 11.26 -1.41 0.96
H 1.99 1.04 1.99
O -2.36 3.47 -0.78
O -2.48 1.38 -2.11
H 6.60 3.94 5.95
H 4.36 0.85 1.69
C -2.27 9.01 -1.05
H -5.15 2.98 -1.01
O 6.56 3.24 3.52
H -6.40 -2.41 0.22
N -3.30 -6.44 -2.44
H -4.67 0.15 -1.90
H 6.34 1.07 0.23
H -5.36 -10.45 0.17
Li 0.14 -2.36 -4.45
C 0.26 -0.33 -0.45
C -3.40 -2.42 -1.63
C -5.46 -9.72 -0.64
C -5.74 -1.83 -0.52
F -5.91 -5.08 -3.25
Br -6.03 -10.76 -2.19
C -4.74 2.00 -0.60
H -5.50 -0.07 0.92
O -2.58 10.05 -1.59
H 7.31 1.69 1.58
O 3.23 7.22 2.96
O 12.20 -3.17 2.20
H 1.17 -0.77 -2.41
H -7.06 -0.13 0.00
H -2.88 5.91 -0.83
C 10.20 -0.94 0.30
O 2.19 5.62 4.12
C -2.69 6.76 -0.16
H -3.18 -3.53 -1.77
H -4.48 -9.31 -0.87
C 6.02 2.31 4.05
F 5.37 7.74 2.08
*
```

* Kohn-Sham gap: 0.78 eV
* E_HOMO: -12.24 eV
* LUMO: -11.46 eV

=====

Question: E_HOMO of number 3 (C28H50AlBBeBr2F6Li2N2O14S)?
Answer: -12.24 eV

=====

Question: What is the LUMO in the second record?
Answer: 0.52 eV

=====

Question: The highest E_HOMO belongs to which entry?
Answer: C28H49N3O14S2